No. 1
{"formula": "C4H10O2", "method": "ωB97M-V/def2-TZVPD", "species": ["H", "C", "H", "H", "H", "O", "H", "H", "H", "C", "H", "C", "H", "H", "C", "O"], "xyz": [[-3.063, 0.968, 0.184], [0.434, 0.522, -0.522], [2.970, -0.252, -0.940], [-0.413, 1.906, 0.866], [-0.411, -0.712, 1.240], [1.309, -0.227, 0.308], [0.991, 1.361, -0.988], [2.856, -1.538, 0.293], [-2.192, 0.043, -1.132], [-2.308, 0.245, -0.084], [1.823, -1.601, -1.163], [-0.775, 0.948, 0.362], [0.082, -0.124, -1.338], [-2.687, -0.736, 0.371], [2.284, -0.934, -0.417], [-0.950, 0.044, 1.458]], "mulliken_charge": [0.292, -0.659, 0.272, 0.245, 0.331, -0.343, 0.391, 0.243, 0.377, -0.921, 0.316, 0.156, 0.298, 0.231, -0.715, -0.515], "homo_ev": -8.46, "orbital_gap_ev": 9.447, "smiles": "COC[C@@H](C)O", "de_lowest_ev": 4.0830}



No. 2
{"formula": "C7H6N2OS2", "method": "ωB97M-V/def2-TZVPD", "species": ["C", "C", "C", "S", "O", "H", "H", "N", "N", "C", "S", "C", "C", "C", "H", "H", "H", "H"], "xyz": [[1.961, 0.425, -0.303], [1.733, 1.716, 1.951], [-0.981, -2.057, -0.072], [-2.360, 1.652, -0.211], [0.952, -0.162, -1.119], [3.588, -0.094, -1.314], [-0.059, -2.091, 0.394], [3.181, 0.404, -0.546], [-1.336, -0.708, -0.345], [-0.704, 1.392, -0.764], [-3.734, -0.956, 0.671], [-0.317, 0.167, -0.756], [-2.492, -0.045, -0.013], [1.604, 1.114, 0.919], [-0.940, -2.703, -1.011], [-1.619, -2.529, 0.704], [1.649, 2.305, 2.829], [-0.127, 2.171, -1.014]], "mulliken_charge": [0.324, -0.083, -0.946, -0.125, -0.414, 0.270, 0.380, -0.522, 0.082, 0.092, -0.405, -0.467, 0.382, -0.272, 0.271, 0.345, 0.467, 0.619], "homo_ev": -8.00, "orbital_gap_ev": 8.319, "smiles": "[H]/N=C(/C#C)Oc1csc(=S)n1C", "de_lowest_ev": 2.4286}



No. 3
{"formula": "C27H22BBr2IrN5OPSe2", "method": "ωB97M-V/def2-TZVPD", "species": ["C", "C", "C", "H", "H", "H", "H", "C", "H", "C", "C", "C", "H", "C", "H", "C", "H", "H", "B", "C", "C", "H", "C", "C", "Br", "C", "H", "C", "N", "N", "C", "C", "H", "H", "H", "N", "N", "H", "P", "Se", "C", "Se", "O", "N", "Ir", "C", "H", "C", "C", "Br", "C", "C", "C", "H", "C", "H", "H", "C", "H", "C", "H", "H"], "xyz": [[-1.004, 5.097, -2.401], [0.881, 6.403, -1.698], [-1.126, 1.435, 1.203], [0.594, 3.624, 0.225], [5.488, 0.544, -1.843], [-0.849, -5.612, -2.520], [-0.247, 0.945, 0.809], [0.115, -2.748, 3.335], [2.012, 5.619, -0.046], [-0.582, -3.514, -1.877], [-2.354, -2.835, 2.854], [0.381, 4.343, -0.556], [-1.539, -3.024, -1.950], [4.637, -0.088, -1.660], [1.846, -5.673, -2.033], [-3.005, 2.921, 0.906], [-2.839, 1.816, 4.096], [2.946, -3.477, 0.274], [2.972, -3.340, -0.928], [1.166, 5.471, -0.704], [-1.836, -1.549, 0.390], [3.772, -4.066, -1.446], [1.508, -1.823, 1.622], [-0.215, -4.815, -2.176], [-2.747, -3.721, 4.472], [-1.896, 2.249, 0.383], [-3.602, 3.566, 0.271], [-3.336, 2.772, 2.242], [1.560, -3.668, -1.495], [0.501, -2.839, -1.465], [-1.018, -2.499, 2.527], [3.304, 0.281, -1.597], [1.514, 7.272, -1.814], [5.437, -2.161, -1.412], [-4.183, 3.306, 2.650], [3.364, -1.863, -1.274], [2.540, -0.798, -1.363], [2.479, -1.554, 1.234], [-1.552, 2.575, -1.351], [-2.606, 1.305, -2.766], [4.624, -1.456, -1.454], [0.183, 1.306, -2.133], [-1.502, -0.935, -0.722], [0.468, -1.562, 0.860], [0.508, -0.887, -1.034], [1.145, -4.863, -1.923], [-0.880, 0.632, 3.171], [-3.371, -2.539, 1.986], [-0.210, 6.227, -2.533], [-4.548, -1.535, -0.397], [-0.798, -1.885, 1.284], [-0.695, 4.158, -1.423], [-3.114, -1.892, 0.762], [-0.438, 6.960, -3.296], [-2.579, 1.937, 3.053], [2.866, 1.258, -1.713], [-4.388, -2.812, 2.228], [-1.477, 1.273, 2.534], [-0.018, -3.210, 4.304], [1.362, -2.412, 2.887], [2.242, -2.592, 3.486], [-1.861, 4.949, -3.048]], "lowdin_spin": [0.000, 0.000, 0.000, 0.001, 0.000, 0.000, 0.001, 0.000, 0.000, 0.001, 0.000, 0.002, 0.000, 0.001, 0.000, 0.000, 0.000, 0.000, 0.000, 0.000, 0.000, 0.000, 0.001, 0.000, 0.000, -0.002, 0.000, 0.000, -0.001, 0.004, 0.000, 0.012, 0.000, 0.000, 0.000, 0.000, 0.002, 0.000, 0.008, 0.601, 0.002, 0.306, 0.002, 0.006, 0.035, 0.000, 0.000, 0.000, 0.000, 0.002, 0.000, -0.002, 0.000, 0.000, 0.000, 0.012, 0.000, 0.000, 0.000, 0.001, 0.000, 0.000], "homo_ev": [-10.46, -10.46], "charge": 1, "spin_multiplicity": 2, "orbital_gap_ev": [6.446, 5.639], "de_lowest_ev": 1.8483}



No. 4
{"formula": "C17H36BeBrCl2CsFN5O7P", "method": "ωB97M-V/def2-TZVPD", "species": ["H", "H", "C", "H", "H", "O", "H", "H", "Cs", "N", "N", "C", "N", "H", "H", "C", "Be", "C", "O", "C", "C", "C", "H", "H", "C", "C", "H", "N", "H", "H", "H", "O", "H", "C", "P", "H", "H", "C", "C", "H", "H", "Cl", "C", "N", "O", "Br", "H", "H", "O", "C", "H", "C", "H", "O", "H", "F", "H", "C", "H", "Cl", "H", "H", "H", "H", "H", "H", "H", "O", "H", "C", "H", "H"], "xyz": [[2.669, 2.792, 0.771], [-4.786, 3.281, 1.461], [0.460, 1.086, -2.367], [1.639, 3.972, -1.285], [-0.803, 3.834, 1.031], [2.207, -3.059, 2.020], [-4.710, -1.925, 2.241], [-3.579, 3.296, 2.753], [0.340, -7.855, 0.772], [0.169, 3.699, 0.771], [-0.368, 0.853, -1.374], [-4.726, 1.452, 2.635], [3.652, 1.712, -3.517], [-0.802, -6.527, -0.495], [1.118, 0.554, 1.366], [-3.020, -0.887, 1.388], [6.603, 3.073, -5.638], [-0.493, 1.663, -0.355], [0.329, -4.414, 0.388], [1.330, -2.338, 2.882], [-3.770, -2.151, 1.750], [0.235, 2.790, -0.311], [0.178, 2.330, 2.345], [4.464, 2.297, -3.391], [-2.633, -0.034, 2.596], [0.838, 3.104, 1.973], [-3.174, -2.774, 2.420], [-0.823, -4.515, 0.018], [-5.509, 1.809, 3.304], [7.024, -0.633, -5.801], [6.830, 0.308, -7.308], [1.874, -1.647, 3.729], [-3.617, -0.293, 0.677], [1.195, 2.190, -2.378], [2.392, 2.572, -3.703], [-1.996, -0.635, 3.252], [-5.228, 0.866, 1.861], [-1.411, -5.870, 0.117], [2.102, 0.905, 1.657], [2.830, 2.717, 2.491], [2.267, 0.561, 2.668], [-3.770, -1.070, 5.678], [2.179, 2.439, 1.674], [6.629, -1.767, -7.515], [0.111, -2.540, 2.613], [-6.009, -1.516, 4.402], [-0.937, 0.014, -1.398], [-1.174, 1.403, 0.431], [5.637, -2.416, -7.793], [1.077, 3.061, -1.334], [1.005, 3.879, 2.706], [6.452, -0.518, -6.716], [0.533, 0.372, -3.167], [-1.526, -3.636, -0.419], [-2.433, -5.840, -0.245], [4.913, 1.852, -5.679], [-3.996, -2.736, 0.851], [-4.053, 2.668, 1.992], [-2.001, 0.787, 2.235], [-7.679, 0.031, 3.631], [1.532, -3.473, 1.471], [-4.369, -0.272, 4.008], [2.689, 3.943, -3.565], [-3.292, 2.368, 1.266], [2.862, 0.470, 1.022], [-1.381, -6.166, 1.167], [1.725, 2.402, -4.939], [7.764, -2.065, -7.845], [5.400, -0.378, -6.497], [-3.770, 0.564, 3.444], [-3.317, 1.157, 4.242], [-2.099, -1.175, 0.860]], "mulliken_charge": [0.341, 0.472, -0.403, 0.421, 0.383, -0.571, 0.171, 0.291, 1.064, -0.430, 0.291, -0.565, -0.510, 0.419, -0.055, 0.076, -0.235, -1.252, -0.685, 0.622, -1.050, -0.626, 0.291, 0.216, 1.122, -0.602, 0.203, 1.225, 0.421, 0.242, 0.212, -0.715, 0.404, 0.339, 0.100, 0.499, 0.341, -1.381, -0.918, 0.442, 0.481, -0.533, -0.591, 0.848, -0.685, -0.072, 0.311, 0.904, -0.535, 0.179, 0.441, -0.602, 0.402, -0.491, 0.310, -0.617, 0.352, -1.045, -1.156, -0.452, 0.501, -0.998, 0.065, -0.007, 0.427, 0.402, 0.080, -0.549, 0.314, 0.154, 0.524, 0.030], "homo_ev": -3.28, "charge": -1, "orbital_gap_ev": 2.219}



No. 5
{"formula": "C32H29BCl2F6O2S", "method": "ωB97M-V/def2-TZVPD", "species": ["C", "H", "C", "C", "H", "C", "C", "H", "F", "C", "C", "F", "C", "C", "H", "H", "C", "C", "C", "H", "H", "H", "H", "H", "C", "H", "H", "C", "H", "H", "C", "C", "C", "H", "H", "F", "F", "H", "S", "H", "H", "C", "C", "H", "C", "H", "C", "C", "H", "C", "F", "C", "H", "O", "C", "C", "C", "H", "H", "Cl", "H", "C", "B", "H", "Cl", "H", "H", "C", "C", "F", "C", "C", "O"], "xyz": [[-0.684, 5.005, -1.688], [-1.845, 1.986, -0.586], [2.549, -0.125, -2.851], [2.635, 0.578, -1.514], [1.883, -0.992, -2.802], [0.489, 5.087, -0.922], [-3.600, -0.888, 1.152], [3.547, -0.440, -3.184], [-3.865, -1.472, 3.839], [-1.199, 2.860, -0.696], [-0.707, 0.429, 4.312], [-3.492, -3.499, 3.039], [-0.442, -2.538, -2.346], [-1.537, 3.896, -1.573], [-3.484, 2.267, 3.596], [-2.217, 2.657, 1.506], [0.407, 1.811, 0.996], [0.925, -6.032, -2.016], [3.177, -1.760, -0.559], [1.139, 5.949, -1.023], [0.379, -3.955, -3.877], [4.852, -0.535, 1.057], [1.704, 4.100, 0.561], [0.340, -6.722, -1.403], [-0.550, 1.398, 2.083], [2.135, 0.571, -3.591], [-0.668, -2.482, 1.792], [-0.037, 0.567, 3.095], [-1.860, -0.206, -1.700], [4.357, 1.685, -2.191], [0.805, 4.047, -0.058], [-3.301, -0.356, -0.100], [4.566, 0.134, 0.240], [0.898, 0.034, 2.912], [2.799, 2.546, -2.400], [-4.040, 0.817, -2.062], [-4.509, 1.694, -0.096], [0.811, -6.319, -3.062], [0.178, -3.959, -0.269], [1.980, -6.128, -1.745], [2.195, -2.106, -0.914], [-1.223, -1.567, -0.120], [-2.957, -2.247, 3.158], [3.544, 2.466, -0.808], [0.176, -3.734, -2.829], [-0.858, -1.737, -2.957], [3.378, 1.896, -1.729], [-2.504, 1.811, 3.454], [3.397, -2.313, 0.360], [0.441, -4.647, -1.824], [-5.578, -0.116, -0.778], [-1.934, 1.080, 4.504], [4.599, 1.166, 0.607], [1.285, 0.869, -1.139], [-1.786, 2.018, 2.280], [-1.413, -1.911, 1.244], [3.190, -0.270, -0.262], [-4.567, -0.705, 1.617], [-0.281, -0.145, 5.124], [-1.063, 6.261, -2.801], [3.944, -1.989, -1.309], [-0.028, 2.929, 0.051], [1.309, 0.820, 0.241], [-2.444, 3.831, -2.166], [-2.727, 0.989, 6.025], [1.272, 2.243, 1.548], [5.317, 0.026, -0.560], [-2.088, -0.607, -0.713], [-2.633, -1.640, 1.815], [-1.843, -2.355, 3.956], [-0.517, -2.500, -0.959], [-4.355, 0.498, -0.769], [2.234, -0.025, 0.791]], "mulliken_charge": [0.233, 0.684, -1.595, 1.564, 0.117, -1.025, -0.926, 0.366, -0.262, 0.267, -1.048, -0.281, -0.362, -1.627, 0.440, 0.427, 0.679, -1.291, -1.696, 0.428, 0.373, 0.457, 0.424, 0.328, 0.547, 0.454, 0.551, -0.377, 0.535, 0.443, -0.709, 0.198, -1.945, 0.315, 0.429, -0.288, -0.223, 0.378, -0.146, 0.273, -0.121, 1.003, 0.798, 0.309, -0.731, 0.484, -2.055, -1.072, 0.545, 0.721, -0.292, 0.366, 0.315, -0.455, -0.036, -1.225, 1.769, 0.517, 0.415, -0.230, 0.379, 0.184, 0.763, 0.487, -0.236, 0.314, 0.379, -0.748, -0.122, -0.248, 0.418, 0.771, -0.476], "homo_ev": -8.22, "orbital_gap_ev": 7.781, "smiles": "CC1(C)OB(C(c2ccc(Cl)cc2)c2ccc(Cl)cc2)OC1(C)C.Cc1ccc(-c2cc(C(F)(F)F)cc(C(F)(F)F)c2)s1", "de_lowest_ev": 0.1871}



No. 6
{"formula": "C6H12FN", "method": "ωB97M-V/def2-TZVPD", "species": ["H", "H", "C", "N", "H", "H", "H", "F", "H", "H", "H", "C", "C", "H", "H", "H", "C", "C", "C", "H"], "xyz": [[-2.164, -1.777, -0.631], [-1.474, 0.127, 1.438], [-0.163, -0.952, -1.305], [-0.485, 1.044, -0.140], [1.026, 2.322, 0.494], [1.548, -1.689, 1.560], [-2.424, 0.668, -0.177], [1.260, 0.868, -1.684], [-0.436, -0.959, -2.342], [-0.986, -1.711, 0.553], [2.546, -0.085, 1.063], [-1.644, 0.230, 0.348], [-1.343, -1.167, -0.315], [0.392, -1.847, -1.357], [2.792, -1.591, 0.140], [-0.624, 2.130, 1.510], [-0.117, 2.214, 0.593], [0.511, 0.220, -0.701], [2.345, -1.116, 0.964], [-0.560, 3.071, -0.011]], "mulliken_charge": [0.436, 0.390, -0.587, 0.093, 0.315, 0.220, 0.361, -0.340, 0.374, 0.177, 0.310, -0.677, -0.678, 0.304, 0.294, 0.339, -0.921, 0.142, -0.815, 0.263], "homo_ev": [-7.14, -8.19], "orbital_gap_ev": [7.775, 8.923], "de_lowest_ev": 4.9405}



No. 7
{"formula": "C20H48ClN5O2P", "method": "ωB97M-V/def2-TZVPD", "species": ["H", "H", "H", "H", "H", "C", "C", "C", "H", "H", "H", "H", "H", "H", "H", "C", "H", "H", "C", "H", "C", "H", "H", "H", "C", "H", "N", "H", "H", "H", "H", "C", "H", "H", "C", "N", "H", "H", "N", "H", "H", "H", "H", "O", "H", "H", "H", "C", "H", "H", "H", "H", "O", "H", "N", "P", "H", "H", "C", "C", "C", "H", "H", "C", "C", "C", "H", "Cl", "C", "H", "N", "H", "C", "C", "H", "C", "H"], "xyz": [[-3.078, -2.480, 3.255], [-4.844, -1.372, 0.036], [1.974, -0.555, -1.511], [4.797, -3.651, -1.288], [-7.735, -1.458, 1.007], [-0.985, 3.051, -2.145], [-2.775, 3.650, -0.924], [5.357, -0.303, 0.804], [6.340, -2.938, 0.518], [4.400, -0.328, 0.269], [-6.520, -0.312, 1.484], [8.027, -0.679, 2.397], [5.081, -2.013, 2.148], [8.343, -0.801, -0.638], [5.574, 0.762, 0.929], [-5.878, -1.699, -0.034], [-7.209, -5.303, 3.460], [-2.759, 4.717, -1.073], [-3.882, -2.532, 2.518], [0.524, 0.329, -1.978], [-3.277, 2.970, -2.228], [-5.017, -0.818, 3.173], [-6.320, -1.179, -0.885], [8.259, -2.207, 1.536], [-6.781, -3.553, 2.287], [3.320, 1.281, -1.438], [-2.024, 2.548, -2.858], [6.954, -2.580, -1.087], [-0.825, 3.878, -0.340], [-5.816, -4.408, 4.047], [-5.891, -2.765, -0.262], [1.434, 0.370, -1.386], [-7.449, -3.788, 4.332], [0.933, 4.675, -1.209], [5.138, -0.925, 2.189], [6.364, -0.887, -0.059], [-1.028, 0.952, -3.408], [-6.119, -4.093, 1.591], [0.156, 3.393, -2.638], [3.272, 4.090, -2.703], [2.449, 5.612, -2.548], [4.193, -0.568, 2.605], [-3.664, 3.770, -2.847], [-1.956, 1.193, -3.242], [2.035, 4.486, -3.850], [-3.421, 0.503, -0.957], [-3.245, 3.311, -0.016], [2.314, 4.575, -2.806], [2.393, 1.685, -2.838], [-5.251, -2.235, 4.137], [7.808, 0.566, 0.289], [-4.022, -3.584, 2.268], [-4.051, 0.339, -1.682], [4.016, -2.467, -0.251], [-1.341, 3.161, -0.845], [-4.704, 1.729, -2.186], [1.356, 2.595, -0.134], [2.856, 3.283, -0.624], [-6.669, -1.368, 1.238], [7.742, -0.524, 0.233], [8.400, -1.128, 1.478], [0.270, 3.288, -3.640], [4.637, -1.981, -1.840], [1.300, 3.902, -1.877], [1.950, 2.838, -1.008], [6.188, -2.295, -0.362], [-3.534, -2.011, 1.626], [-5.646, 2.424, -0.471], [2.326, 1.556, -1.762], [-7.783, -3.594, 1.853], [-6.414, -2.156, 2.429], [9.475, -0.942, 1.448], [4.827, -2.609, -0.967], [-5.154, -1.901, 3.101], [1.173, 0.457, -0.343], [-6.811, -4.300, 3.612], [5.920, -0.647, 2.892]], "mulliken_charge": [0.375, -0.048, 0.284, 0.481, 0.394, -0.069, -0.752, -0.193, 0.273, -0.208, 0.327, 0.223, 0.248, 0.421, 0.442, -0.505, 0.434, 0.367, -0.843, 0.090, -0.059, 0.319, 0.324, 0.279, -0.324, 0.296, 0.118, 0.462, 0.320, 0.294, 0.300, -1.185, 0.336, 0.234, -1.186, 0.170, 0.376, 0.262, 0.043, 0.383, 0.336, 0.428, 0.366, -0.377, 0.319, 0.324, 0.456, -1.341, 0.363, 0.375, 0.343, 0.235, -0.350, 0.252, -0.252, 0.142, 0.520, 0.500, -0.871, -0.675, -0.988, 0.359, 0.262, 0.165, -1.113, -0.413, 0.176, -0.220, -0.065, 0.443, 0.163, 0.406, -1.306, -0.718, 0.389, -1.432, 0.296], "homo_ev": -9.64, "charge": 1, "orbital_gap_ev": 6.075}



No. 8
{"formula": "C4H5N3O3", "method": "ωB97M-V/def2-TZVPD", "species": ["C", "N", "C", "H", "H", "N", "O", "C", "H", "H", "H", "N", "O", "O", "C"], "xyz": [[0.034, 1.910, -1.033], [-1.060, 1.397, -0.411], [1.833, -1.914, 0.308], [-0.026, 2.744, -1.699], [0.788, -2.109, 0.565], [-2.277, -0.107, 0.784], [-2.392, -1.274, 1.138], [-1.017, 0.310, 0.326], [2.499, -2.445, 0.984], [-1.964, 1.856, -0.580], [2.026, -2.202, -0.725], [1.199, 1.303, -0.834], [2.099, -0.507, 0.509], [-3.183, 0.732, 0.852], [1.441, 0.306, -0.184]], "mulliken_charge": [-0.227, 0.005, -0.554, 0.406, 0.280, 1.033, -0.577, -0.570, 0.228, 0.265, 0.325, -0.331, -0.261, -0.644, 0.624], "homo_ev": -7.55, "orbital_gap_ev": 7.169, "de_lowest_ev": 8.9228}